Formula: C44H70Br4O31
Source: the Open Molecules 2025 dataset
Level of theory: the ωB97M-V functional and the def2-TZVPD basis

Calculated values
Charge: 0
Orbital gap in eV: 10.006

Element x y z (Å)
Br: -2.1777 10.2270 15.5544
C: -3.3427 9.3866 16.8890
C: -4.4822 8.7789 16.1258
Br: -3.9371 7.3653 14.8822
H: -3.8027 10.1479 17.5144
H: -2.7273 8.6587 17.4012
H: -5.0078 9.4261 15.4259
H: -5.3351 8.4332 16.7144
Br: 0.9930 9.7480 20.7218
C: -0.7844 10.1152 20.0191
C: -1.7539 10.5753 21.1092
Br: -1.2012 12.2832 21.8082
H: -1.1490 9.1455 19.6767
H: -0.6569 10.8023 19.1934
H: -1.7989 9.7760 21.8458
H: -2.7468 10.6038 20.6584
C: 0.8065 10.9135 16.6767
C: 1.2347 10.2766 15.3858
C: 1.5945 11.3208 14.3303
O: 2.8446 10.8574 13.8023
C: 3.3638 9.9574 14.6311
O: 4.4472 9.5062 14.5151
O: 2.4682 9.5497 15.5264
H: 0.2134 11.8066 16.4732
H: 1.6672 11.3418 17.2101
H: 0.3214 10.2540 17.3904
H: 0.4511 9.6044 15.0544
H: 1.8196 12.2855 14.7857
H: 0.8569 11.3583 13.5414
C: -1.7735 12.8565 11.9130
C: -0.6942 13.0933 10.8620
C: 0.3937 12.0322 10.7250
O: 0.1776 11.4596 9.4373
C: -0.7444 12.1874 8.7358
O: -0.9422 12.0268 7.5759
O: -1.3805 13.0318 9.5651
H: -1.4570 13.1412 12.9315
H: -2.0630 11.8066 12.0244
H: -2.6578 13.4869 11.8212
H: -0.4098 14.1363 11.0323
H: 0.3573 11.2926 11.5280
H: 1.3951 12.4727 10.8142
C: -0.7892 16.3972 18.7994
C: -1.1522 15.2443 17.8835
C: -0.6279 13.8829 18.3783
O: -1.8215 13.2022 18.7603
C: -2.8899 13.8267 18.2922
O: -4.0008 13.6031 18.5282
O: -2.5582 15.0773 17.7919
H: -0.8949 16.2077 19.8681
H: -1.4319 17.2510 18.5532
H: 0.2163 16.7795 18.5999
H: -0.6326 15.3871 16.9251
H: 0.0313 14.0059 19.2402
H: -0.0238 13.3012 17.6796
C: 3.5920 18.5629 13.5819
C: 3.4494 17.4074 12.5751
C: 4.3907 16.1816 12.7736
O: 3.5184 15.0849 13.0414
C: 2.2342 15.4835 13.1275
O: 1.3154 14.7547 13.3529
O: 2.1462 16.8069 12.9578
H: 4.2872 19.3372 13.2440
H: 4.0323 18.1445 14.4908
H: 2.6390 19.0228 13.8070
H: 3.3705 17.7511 11.5437
H: 5.0845 16.3624 13.5927
H: 4.9064 16.0147 11.8289
C: 3.9226 6.4109 12.4028
C: 4.2425 4.9541 12.2793
C: 5.7020 4.6620 12.7164
O: 5.5907 3.4217 13.4201
C: 4.3012 3.2005 13.7750
O: 3.9418 2.2699 14.4150
O: 3.4948 4.1209 13.1782
H: 4.2634 6.9242 13.3104
H: 2.8401 6.5987 12.4959
H: 4.2785 7.0278 11.5784
H: 4.0740 4.5672 11.2748
H: 6.1712 5.4760 13.2747
H: 6.3672 4.4684 11.8674
C: 6.9091 11.8209 16.0781
C: 8.3174 12.3222 15.8846
C: 9.4297 11.2786 16.0145
O: 10.2385 11.5473 14.8856
C: 9.7256 12.5289 14.1341
O: 10.2510 12.9565 13.1778
O: 8.5029 12.9111 14.5908
H: 6.2144 12.6515 15.9551
H: 6.8066 11.3712 17.0649
H: 6.6333 11.0776 15.3240
H: 8.4983 13.1534 16.5786
H: 8.9862 10.2839 15.9704
H: 9.9744 11.4271 16.9395
C: -1.5942 5.0163 13.1843
C: -1.2104 5.9286 12.0344
C: -2.2612 6.9237 11.5681
O: -1.5446 8.1453 11.4007
C: -0.4392 8.0973 12.1373
O: 0.2686 9.0052 12.4220
O: -0.2196 6.8554 12.5838
H: -0.6992 4.6885 13.7047
H: -2.2252 4.1919 12.8619
H: -2.0771 5.6420 13.9382
H: -0.6568 5.3242 11.3099
H: -3.0543 7.1126 12.3032
H: -2.7940 6.6415 10.6626
C: 8.4489 11.0698 10.8424
C: 7.9633 10.6009 12.1770
C: 6.7840 9.6526 12.2326
O: 7.1499 8.6969 13.2361
C: 8.4612 8.7692 13.4928
O: 9.0541 8.0208 14.1749
O: 8.9975 9.8430 12.8760
H: 8.4347 10.3417 10.0312
H: 9.4457 11.5290 10.8644
H: 7.9490 11.9955 10.5209
H: 7.7321 11.5205 12.7229
H: 6.5831 9.1536 11.2769
H: 5.8368 10.0035 12.6504
C: 3.6373 10.3113 18.5426
C: 5.0374 9.8895 19.0265
C: 5.3798 9.9938 20.5114
O: 6.1351 8.7755 20.7418
C: 5.7986 7.8741 19.8061
O: 6.1252 6.7672 19.7935
O: 5.0246 8.4533 18.8589
H: 3.8193 10.5206 17.4827
H: 3.2501 11.2630 18.9034
H: 2.9664 9.4752 18.6628
H: 5.7777 10.2963 18.3359
H: 4.4641 9.9095 21.1110
H: 5.9620 10.8280 20.8838
C: 3.2587 6.5769 16.9615
C: 2.0736 6.5410 16.0025
C: 1.3718 5.1901 15.6554
O: 0.0043 5.3859 16.0292
C: -0.1563 6.5708 16.6725
O: -1.2000 6.9165 17.1443
O: 1.0093 7.2254 16.7426
H: 3.1410 5.8459 17.7616
H: 3.2068 7.5708 17.3944
H: 4.2278 6.4751 16.4787
H: 2.3065 7.1213 15.1103
H: 1.7993 4.3676 16.2222
H: 1.4704 5.1099 14.5763
O: 0.4226 14.5626 16.2691
H: 0.4703 14.6982 15.3052
H: -0.1154 15.2969 16.5905

Force components x, y, z for each atom (eV/Å):
Br -0.22 0.23 0.34
C -0.57 0.07 -0.94
C -1.14 -0.44 -0.96
Br -0.18 -0.16 0.49
H 0.52 0.21 0.22
H -0.02 -0.03 0.18
H 0.58 0.67 0.17
H 0.61 -0.52 0.47
Br -0.12 0.01 0.08
C -0.40 -0.47 0.53
C 0.51 -0.71 -1.09
Br -0.32 -0.14 0.36
H 0.13 0.09 -0.28
H -0.16 0.16 0.04
H 0.20 0.47 0.52
H 0.01 0.61 0.06
C 0.85 0.89 0.84
C -0.20 0.28 0.13
C 0.42 -0.16 0.28
O -0.18 0.55 -0.42
C -1.32 -0.19 -0.54
O 1.74 -0.56 0.10
O -0.24 -0.12 0.67
H -0.44 -0.39 -0.14
H 0.11 -0.23 -0.27
H -0.20 -0.17 -0.30
H 0.22 -0.30 -0.28
H -0.45 0.17 -0.12
H -0.02 0.24 -0.13
C 0.13 -0.44 1.40
C -2.09 0.39 0.15
C 0.41 0.51 0.60
O 0.23 0.22 0.11
C 0.38 -0.54 0.60
O -0.26 0.18 0.08
O 0.59 0.33 -0.03
H 0.57 -0.08 -0.35
H -0.11 0.07 -0.42
H 0.01 -0.10 -0.73
H 0.69 -0.28 -0.49
H -0.39 -0.29 -0.46
H -0.11 -0.01 -0.47
C -0.35 0.97 -0.25
C -0.35 0.54 2.17
C 0.46 -0.20 0.68
O 0.53 -0.95 -0.38
C 1.58 3.12 0.91
O -2.95 -1.90 -0.01
O 1.01 -0.68 -0.65
H -0.04 -0.27 -0.10
H -0.09 -0.17 0.09
H 0.12 -0.41 0.09
H -14.52 3.30 8.70
H -0.41 0.04 0.35
H -0.91 0.17 0.14
C 1.20 -0.47 -0.34
C -1.26 -0.20 1.59
C -0.44 1.13 -0.83
O 0.14 -0.21 0.05
C 0.69 0.65 -0.04
O -0.16 -0.16 0.08
O 0.13 0.03 -0.68
H -0.11 -0.11 -0.14
H -0.27 0.15 0.13
H -0.19 -0.03 -0.11
H -0.02 -0.17 0.07
H -0.01 -0.33 0.02
H 0.25 -0.35 0.26
C -1.45 1.20 0.69
C 1.40 -0.07 0.41
C 0.09 -0.43 -1.13
O -0.05 0.46 0.54
C 0.50 -0.07 -0.99
O -0.30 0.25 0.29
O -0.25 0.15 0.49
H 0.58 -0.57 0.04
H 0.07 -0.33 -0.55
H 0.09 -0.32 -0.21
H -0.15 0.11 -0.06
H -0.31 -0.28 0.53
H -0.23 0.07 0.03
C -0.06 0.00 -0.64
C -0.25 0.86 0.82
C -1.03 0.31 -0.21
O 0.61 -0.14 0.42
C -0.68 -0.73 0.75
O 0.52 0.78 -1.39
O 0.32 -0.41 -0.04
H -0.09 0.00 0.24
H 0.00 0.12 -0.03
H 0.13 -0.12 0.09
H -0.04 -0.21 0.11
H 0.41 -0.22 -0.14
H 0.29 -0.19 0.00
C -0.18 0.90 0.23
C 0.85 -0.15 1.19
C -0.83 -0.41 -0.23
O -0.27 0.37 -0.55
C -0.08 -0.92 0.49
O 0.48 1.12 -0.04
O 0.05 -0.41 -0.06
H 0.10 -0.47 -0.34
H 0.01 -0.05 0.11
H -0.35 -0.29 -0.05
H -0.45 0.42 -0.56
H 0.41 -0.22 0.16
H 0.41 0.14 -0.31
C 0.61 1.04 -1.07
C 0.27 0.55 0.37
C -0.99 -0.58 0.36
O 0.00 -0.56 -0.32
C -0.55 1.08 -0.88
O 0.85 -0.98 0.99
O -0.25 0.47 -0.39
H -0.12 -0.12 0.15
H 0.20 -0.74 0.58
H -0.77 -0.57 0.04
H 0.20 -0.32 0.47
H 0.22 -0.08 0.13
H 0.17 0.70 -0.54
C 1.52 0.78 -0.84
C -1.10 -0.26 0.11
C -0.31 -0.89 0.23
O 0.02 0.88 0.35
C -0.77 2.62 -0.35
O 0.90 -3.23 0.09
O 0.40 0.29 -0.12
H -0.52 -0.41 -0.05
H 0.03 -0.20 0.64
H -0.35 0.13 0.07
H 0.26 -0.03 0.44
H 0.06 0.16 -0.11
H 0.13 0.15 -0.35
C -0.50 -0.07 -0.31
C -0.33 -0.25 0.97
C 0.83 1.39 0.03
O 0.01 0.20 -0.01
C 0.43 -0.75 -0.11
O 0.23 0.30 -0.04
O -0.45 0.34 -0.36
H 0.09 -0.04 -0.03
H 0.30 0.01 0.10
H -0.02 -0.16 -0.09
H -0.26 0.02 0.01
H -0.09 -0.22 -0.22
H -0.27 -0.76 0.02
O 4.15 -2.06 -4.54
H 0.45 -0.17 0.08
H 11.33 -1.41 -7.43